Below is a cluster of 17 separate species, C102H238 in total in a non-equilibrium geometry, with properties calculated with ωB97M-V with the def2-TZVPD basis set.

Last column: Mulliken charge in e.
CARTESIAN COORDINATES (ANGSTROEM)
C  13.19  19.12  15.45  -1.568
C  13.12  19.83  16.82  2.310
C  12.34  21.13  16.56  -1.517
C  12.67  22.27  17.50  2.425
C  11.99  23.53  17.18  1.006
C  10.45  23.44  17.25  -1.642
H  13.68  19.78  14.77  0.216
H  12.16  18.91  15.05  0.434
H  13.73  18.15  15.44  0.092
H  12.63  19.20  17.58  0.027
H  14.11  20.05  17.30  -1.083
H  11.27  20.92  16.41  0.436
H  12.61  21.46  15.52  0.436
H  12.39  22.02  18.53  -0.267
H  13.76  22.39  17.42  -1.641
H  12.36  24.41  17.72  -0.098
H  12.22  23.71  16.07  -0.546
H  10.07  24.45  17.33  0.547
H  10.01  23.00  16.31  0.304
H  10.10  22.93  18.14  0.181
C  11.23  16.26  16.08  -0.796
C  10.95  15.14  17.09  -0.902
C  11.81  15.30  18.41  -0.163
C  13.35  15.34  18.31  0.098
C  14.08  15.48  19.64  0.669
C  15.65  15.36  19.46  -0.464
H  12.19  16.14  15.61  0.263
H  11.16  17.27  16.53  0.050
H  10.46  16.17  15.32  0.442
H  9.87  15.20  17.39  0.347
H  11.03  14.13  16.63  0.369
H  11.51  14.49  19.09  0.489
H  11.47  16.22  18.93  -0.336
H  13.70  14.43  17.78  0.298
H  13.54  16.20  17.67  -0.313
H  13.84  16.49  20.10  -0.803
H  13.80  14.69  20.37  0.604
H  15.91  14.49  18.81  0.694
H  16.10  16.21  18.98  -0.419
H  16.07  15.15  20.44  -0.298
C  20.29  23.53  14.50  -1.181
C  20.68  23.29  15.95  0.527
C  20.73  21.83  16.29  -0.402
C  21.33  21.56  17.66  -0.945
C  20.40  21.92  18.83  0.601
C  19.13  21.03  18.94  1.222
H  19.21  23.38  14.29  -0.097
H  20.89  22.89  13.85  0.460
H  20.48  24.56  14.22  0.445
H  21.56  23.79  16.30  0.484
H  19.91  23.80  16.62  -0.445
H  21.25  21.21  15.56  0.611
H  19.73  21.42  16.21  -0.344
H  21.64  20.50  17.77  0.456
H  22.25  22.15  17.72  0.264
H  20.94  21.87  19.80  -0.423
H  20.03  22.91  18.66  0.390
H  18.42  21.44  19.67  -1.071
H  18.59  20.97  18.00  -0.097
H  19.37  20.03  19.24  -0.380
C  19.97  12.90  19.55  -0.095
C  19.52  12.33  20.91  -0.761
C  19.52  13.33  22.00  -0.473
C  18.63  14.57  21.72  0.839
C  18.85  15.73  22.71  -0.030
C  18.11  16.97  22.22  -0.008
H  20.95  13.43  19.66  -0.156
H  19.31  13.67  19.25  -0.314
H  20.13  12.17  18.77  0.457
H  18.58  11.84  20.83  0.351
H  20.21  11.51  21.16  0.395
H  20.54  13.71  22.15  0.045
H  19.31  12.73  22.93  0.309
H  18.88  14.94  20.68  -0.798
H  17.59  14.27  21.66  0.306
H  18.63  15.43  23.73  0.486
H  19.95  15.99  22.66  -0.402
H  17.05  16.85  22.22  0.148
H  18.35  17.76  22.94  0.116
H  18.45  17.33  21.21  -0.517
C  11.31  22.18  20.84  0.450
C  10.77  20.86  20.32  0.933
C  10.45  19.93  21.51  0.171
C  10.23  18.46  21.08  0.014
C  9.49  17.56  22.10  -0.186
C  9.01  16.22  21.53  -1.112
H  10.57  22.73  21.49  0.628
H  11.62  22.81  20.00  -0.732
H  12.14  22.04  21.54  -0.689
H  9.91  21.03  19.62  0.456
H  11.51  20.38  19.65  -0.945
H  9.52  20.27  22.04  0.571
H  11.24  20.01  22.30  -0.662
H  9.68  18.37  20.14  0.630
H  11.19  18.02  20.85  -0.595
H  10.16  17.57  22.98  -0.083
H  8.66  18.25  22.43  0.346
H  8.61  15.59  22.32  0.411
H  8.18  16.49  20.87  0.348
H  9.75  15.70  20.88  0.104
C  12.87  27.01  11.05  -1.088
C  12.44  26.60  12.48  -0.542
C  13.36  27.03  13.61  0.131
C  12.71  26.80  15.03  -0.750
C  13.60  27.06  16.29  -0.402
C  14.73  26.08  16.48  2.659
H  13.08  28.07  11.16  0.348
H  12.09  26.76  10.35  0.387
H  13.84  26.51  10.75  0.053
H  11.39  26.90  12.62  0.486
H  12.33  25.51  12.48  0.224
H  13.56  28.07  13.46  0.433
H  14.32  26.55  13.54  -0.281
H  11.87  27.50  15.01  0.425
H  12.25  25.79  15.05  0.029
H  14.12  28.01  16.23  0.486
H  12.93  27.19  17.13  -0.199
H  15.36  26.10  15.59  -0.674
H  15.36  26.37  17.35  -1.241
H  14.31  25.09  16.58  -0.427
C  21.07  16.40  17.00  -1.591
C  20.05  16.77  18.07  1.670
C  18.82  17.50  17.63  1.347
C  17.83  16.79  16.70  -1.230
C  16.55  17.54  16.43  1.097
C  16.82  18.82  15.64  -0.647
H  21.51  17.32  16.54  0.256
H  20.61  15.74  16.22  0.405
H  21.84  15.85  17.52  0.395
H  19.70  15.85  18.50  -0.846
H  20.60  17.34  18.87  -0.640
H  19.12  18.46  17.17  -0.274
H  18.24  17.76  18.54  -0.640
H  18.23  16.42  15.75  0.584
H  17.58  15.87  17.25  0.178
H  15.91  16.79  15.87  0.292
H  16.00  17.75  17.36  -0.590
H  17.24  19.57  16.33  -0.191
H  17.49  18.61  14.80  0.459
H  15.92  19.27  15.20  0.000
C  21.42  19.28  21.26  0.852
C  22.36  18.29  21.97  -1.279
C  22.92  17.15  21.10  0.782
C  23.46  16.00  21.90  -0.781
C  24.05  14.83  21.08  -0.002
C  25.12  15.15  20.02  -1.314
H  21.47  20.27  21.72  -0.226
H  20.38  18.98  21.28  -0.193
H  21.62  19.39  20.17  -0.251
H  23.16  18.83  22.46  0.459
H  21.76  17.79  22.74  0.281
H  23.77  17.53  20.50  0.350
H  22.10  16.78  20.46  -0.372
H  24.32  16.36  22.54  0.315
H  22.71  15.61  22.60  0.194
H  24.58  14.17  21.76  0.457
H  23.23  14.31  20.58  -0.233
H  24.70  15.62  19.12  0.233
H  25.79  15.90  20.43  0.328
H  25.75  14.31  19.75  0.401
C  20.28  23.67  22.43  -0.979
C  19.12  23.04  23.32  -0.682
C  19.02  21.57  23.04  0.112
C  17.88  20.87  23.79  3.018
C  17.99  21.01  25.34  -0.673
C  17.29  19.93  26.15  -1.046
H  21.21  23.07  22.63  0.414
H  20.47  24.70  22.73  0.620
H  20.14  23.61  21.34  -0.301
H  19.30  23.24  24.36  0.809
H  18.18  23.60  23.13  -0.242
H  20.01  21.10  23.24  0.835
H  18.92  21.46  21.95  -0.861
H  16.93  21.29  23.43  -1.174
H  17.93  19.80  23.50  -1.215
H  19.09  21.08  25.57  0.474
H  17.56  21.96  25.66  0.306
H  16.22  20.01  26.22  0.196
H  17.50  18.88  25.76  0.149
H  17.69  19.98  27.20  0.395
C  13.59  17.18  23.09  -0.971
C  14.43  18.28  23.66  0.365
C  13.58  19.49  24.01  2.290
C  12.44  19.13  24.97  -0.965
C  11.70  20.23  25.72  0.817
C  10.37  19.70  26.25  -1.729
H  14.17  16.29  22.82  0.444
H  13.11  17.46  22.18  -0.110
H  12.79  16.79  23.80  0.279
H  15.02  17.91  24.51  0.761
H  15.16  18.56  22.90  -0.969
H  13.27  19.94  23.02  -1.242
H  14.20  20.27  24.48  -0.347
H  11.75  18.44  24.52  -0.134
H  12.96  18.50  25.70  0.645
H  12.33  20.67  26.50  0.477
H  11.44  21.02  24.99  -0.729
H  10.42  18.88  26.89  0.488
H  9.87  20.55  26.71  0.432
H  9.74  19.49  25.39  0.272
C  13.56  31.47  23.13  -0.922
C  12.72  30.72  22.12  -0.621
C  13.04  29.21  21.91  0.947
C  12.14  28.45  20.87  -1.421
C  12.69  26.95  20.75  1.674
C  11.69  26.03  20.18  -1.189
H  14.61  31.72  22.82  0.089
H  13.71  30.95  24.07  0.143
H  13.07  32.38  23.49  0.437
H  11.64  30.70  22.39  0.326
H  12.81  31.28  21.17  0.257
H  13.00  28.61  22.84  0.228
H  14.07  29.00  21.59  -0.606
H  11.13  28.34  21.22  0.598
H  12.14  28.94  19.90  0.321
H  13.61  26.91  20.11  -0.408
H  12.99  26.64  21.74  -0.453
H  12.20  25.07  20.03  -0.288
H  10.88  25.84  20.85  0.557
H  11.27  26.33  19.19  0.428
C  18.28  27.08  15.88  -0.928
C  18.40  28.14  16.95  -0.904
C  17.08  28.56  17.55  0.743
C  17.35  29.57  18.71  -0.977
C  16.11  30.05  19.47  0.512
C  16.45  31.14  20.51  -1.294
H  18.11  26.06  16.22  0.051
H  19.25  27.06  15.39  0.505
H  17.61  27.38  15.04  0.196
H  19.06  27.86  17.75  0.158
H  18.92  28.99  16.57  0.617
H  16.68  27.65  17.95  -0.877
H  16.43  28.92  16.76  0.628
H  18.04  29.08  19.42  0.078
H  17.87  30.39  18.28  0.506
H  15.35  30.41  18.82  0.629
H  15.62  29.21  19.95  -0.727
H  17.21  31.80  20.16  0.545
H  15.57  31.71  20.86  0.176
H  16.99  30.68  21.36  0.187
C  15.05  23.61  24.25  -0.095
C  13.61  23.31  24.57  1.226
C  12.59  24.35  24.03  0.391
C  11.15  24.08  24.37  -0.532
C  10.74  24.26  25.81  -0.149
C  9.27  24.01  26.03  -1.473
H  15.73  22.87  24.63  -0.071
H  15.37  24.52  24.82  0.548
H  15.25  23.78  23.21  -0.662
H  13.28  22.33  24.23  -1.429
H  13.59  23.29  25.65  0.720
H  12.58  24.33  22.93  -0.573
H  12.80  25.37  24.36  0.265
H  10.58  24.77  23.74  0.542
H  10.90  23.04  24.11  -0.367
H  11.36  23.56  26.46  0.168
H  10.95  25.31  26.14  0.319
H  8.98  23.00  25.67  0.260
H  8.96  24.01  27.07  0.402
H  8.64  24.71  25.48  0.391
C  17.67  24.59  11.10  -1.279
C  16.14  24.75  11.21  -0.491
C  15.40  23.78  12.13  -0.768
C  16.03  23.75  13.53  0.264
C  15.34  22.80  14.54  -0.001
C  16.15  22.60  15.76  0.675
H  17.81  23.60  10.59  0.317
H  18.18  24.74  12.08  0.155
H  18.06  25.29  10.38  0.475
H  16.01  25.76  11.63  0.101
H  15.62  24.79  10.25  0.546
H  15.35  22.77  11.79  0.576
H  14.37  24.13  12.16  0.134
H  17.07  23.40  13.44  -0.275
H  16.09  24.74  14.01  0.022
H  14.39  23.25  14.82  -0.530
H  15.19  21.84  14.06  0.529
H  17.11  22.08  15.60  0.561
H  16.44  23.58  16.17  -0.565
H  15.65  22.01  16.56  -0.752
C  14.72  19.36  20.41  1.198
C  15.71  20.44  20.57  1.797
C  15.06  21.84  20.90  1.779
C  15.96  23.05  20.72  0.147
C  16.29  23.58  19.31  1.814
C  17.07  24.85  19.32  0.417
H  14.30  19.41  19.39  -0.601
H  13.90  19.36  21.13  -1.416
H  15.14  18.36  20.62  -0.209
H  16.39  20.25  21.39  -0.377
H  16.24  20.49  19.61  -0.527
H  14.81  21.77  21.99  -1.109
H  14.13  21.93  20.37  -0.097
H  15.53  23.92  21.22  0.134
H  16.95  22.91  21.20  -0.842
H  16.73  22.77  18.78  -0.300
H  15.33  23.72  18.75  -0.723
H  17.95  24.75  20.00  -0.180
H  17.45  25.16  18.34  -0.241
H  16.40  25.63  19.77  -0.591
C  21.74  26.06  19.82  0.053
C  23.14  26.09  20.47  -0.883
C  23.55  24.75  21.09  -0.365
C  23.64  23.56  20.17  0.513
C  24.31  22.24  20.75  -0.295
C  24.56  21.28  19.60  -1.001
H  21.64  25.27  19.14  -0.147
H  21.49  27.01  19.31  0.377
H  20.94  25.91  20.55  -0.176
H  23.84  26.31  19.63  0.297
H  23.21  26.90  21.19  0.380
H  22.89  24.48  22.00  -0.036
H  24.55  24.86  21.53  0.409
H  22.63  23.26  19.82  -0.901
H  24.23  23.88  19.27  0.466
H  25.25  22.53  21.25  0.540
H  23.64  21.78  21.55  0.063
H  23.63  21.10  19.09  -0.026
H  25.36  21.71  18.98  0.491
H  24.94  20.39  20.08  0.337
C  18.38  27.23  21.62  -1.135
C  16.94  27.22  22.20  3.041
C  16.85  27.48  23.73  -0.825
C  15.46  27.97  23.99  1.234
C  15.11  28.38  25.42  -0.875
C  15.99  29.52  25.97  -1.497
H  18.91  26.50  22.24  0.371
H  18.93  28.19  21.67  0.462
H  18.41  27.09  20.54  -0.186
H  16.33  28.03  21.69  -1.464
H  16.47  26.25  21.94  -0.892
H  17.67  28.21  24.02  0.437
H  17.08  26.57  24.32  0.216
H  15.41  28.88  23.41  -0.046
H  14.71  27.23  23.64  -0.697
H  14.06  28.68  25.45  0.404
H  15.24  27.54  26.11  0.467
H  15.44  29.86  26.87  0.400
H  16.96  29.17  26.22  0.429
H  16.01  30.31  25.21  0.260

Values from the calculation:
DFT total energy   -109635.3945 eV
Charge   0



Below is a structure of composition C10Cl4HgN3O2, with properties calculated with ωB97M-V with the def2-TZVPD basis set.

Last column: Löwdin spin population.
CARTESIAN COORDINATES (ANGSTROEM)
Hg  -0.02  -1.33  -0.92  0.001
Cl  -1.55  5.89  -4.72  0.019
C  -0.72  4.44  -4.27  0.085
C  0.70  4.42  -4.29  0.085
Cl  1.56  5.86  -4.76  0.019
C  1.39  3.29  -3.94  0.080
Cl  3.12  3.25  -3.97  0.013
C  0.73  2.06  -3.54  0.086
O  1.35  1.04  -3.23  0.217
C  -0.78  2.08  -3.52  0.086
O  -1.41  1.07  -3.19  0.217
C  -1.42  3.32  -3.90  0.080
Cl  -3.15  3.32  -3.88  0.013
N  0.02  -4.02  4.78  0.000
C  0.03  -4.70  5.72  0.000
C  0.03  -5.53  6.87  0.000
C  0.04  -4.95  8.16  0.000
N  0.05  -4.49  9.22  0.000
C  0.02  -6.93  6.74  0.000
N  0.02  -8.08  6.64  0.000

Values from the calculation:
DFT total energy   -73201.3875 eV
Relative energy (zero: lowest compared OMol25 entry of this formula, charge and spin)   0.0 kJ/mol
Expectation value of S²   0.77
Charge   -2
2S+1   2



Below is a structure of composition C10H10Br2Eu in a non-equilibrium geometry, with properties calculated with ωB97M-V with the def2-TZVPD basis set.

Last column: Löwdin spin population.
CARTESIAN COORDINATES (ANGSTROEM)
C  -2.15  -0.81  1.05  -0.005
C  -1.88  -1.33  2.37  -0.003
C  -1.52  -0.25  3.23  -0.001
H  -1.98  -2.33  2.74  0.000
C  -1.54  0.94  2.46  -0.002
C  -1.85  0.60  1.12  -0.005
H  -1.88  1.34  0.31  0.001
H  -2.44  -1.32  0.13  0.001
H  -1.41  -0.29  4.30  0.000
H  -1.31  1.95  2.82  0.000
Eu  0.77  -0.65  0.67  7.041
Br  0.41  -3.43  1.19  -0.012
C  2.55  0.93  -2.07  -0.001
C  1.41  1.70  -2.44  0.000
C  0.42  0.83  -2.96  0.000
H  1.30  2.77  -2.31  0.000
C  0.93  -0.51  -2.90  -0.001
C  2.28  -0.45  -2.40  -0.002
H  2.95  -1.33  -2.29  0.000
H  3.48  1.34  -1.67  0.000
H  -0.56  1.12  -3.30  0.000
H  0.43  -1.42  -3.26  0.000
Br  1.60  0.57  3.21  -0.011

Values from the calculation:
DFT total energy   -169948.6578 eV
Expectation value of S²   15.76
Charge   -2
2S+1   8